No. 1
Molecular formula: C19H46N13O24
Method: DFT, ωB97M-V/def2-TZVPD

Structure (XYZ):
```
102
Properties=species:S:1:pos:R:3
C -4.228 -0.053 -1.740
C -3.914 -1.168 -1.381
C -3.325 -2.453 -0.687
C -2.971 -3.629 -1.686
C -1.466 -3.396 -2.067
N -0.905 -2.479 -1.280
C -1.859 -2.002 -0.247
C -1.477 -2.903 1.035
H -4.369 1.055 -1.810
H -3.951 -2.707 0.214
H -3.362 -4.675 -1.501
H -3.509 -3.307 -2.636
H -0.857 -3.886 -2.881
H 0.061 -2.144 -1.353
H -1.797 -0.876 -0.157
H -2.357 -3.506 1.405
H -1.145 -2.278 1.923
H -0.651 -3.642 0.810
C 1.663 -0.378 2.734
N 0.792 -0.263 1.534
O -0.405 -0.127 1.713
O 1.341 -0.315 0.444
H 1.041 -0.316 3.623
H 2.168 -1.342 2.681
H 2.375 0.444 2.702
C -3.528 -2.153 4.106
N -2.629 -2.867 5.051
O -3.142 -3.432 5.994
O -1.434 -2.829 4.804
H -4.555 -2.267 4.442
H -3.237 -1.104 4.104
H -3.392 -2.602 3.125
C 2.403 -3.845 -2.352
N 3.475 -3.032 -1.722
O 3.583 -3.100 -0.514
O 4.163 -2.356 -2.464
H 1.874 -4.390 -1.572
H 1.731 -3.154 -2.864
H 2.872 -4.532 -3.053
C -0.872 2.604 -0.444
N -2.145 3.231 -0.883
O -3.054 3.284 -0.074
O -2.186 3.648 -2.026
H -0.978 2.281 0.589
H -0.683 1.754 -1.097
H -0.088 3.354 -0.534
C -3.258 6.423 -3.023
N -3.682 7.827 -3.264
O -3.567 8.266 -4.393
O -4.115 8.437 -2.302
H -2.895 5.999 -3.955
H -2.471 6.444 -2.278
H -4.128 5.875 -2.664
C 4.437 0.864 -1.087
N 4.349 2.060 -0.209
O 5.315 2.326 0.481
O 3.307 2.692 -0.244
H 5.412 0.402 -0.954
H 3.643 0.181 -0.791
H 4.307 1.200 -2.114
C 3.001 -6.386 2.459
N 2.459 -5.186 1.769
O 2.748 -4.097 2.224
O 1.756 -5.382 0.788
H 3.600 -6.062 3.304
H 2.154 -6.983 2.793
H 3.607 -6.927 1.743
C 5.132 5.556 0.393
N 4.672 6.942 0.114
O 4.805 7.359 -1.024
O 4.194 7.560 1.046
H 5.532 5.128 -0.523
H 5.901 5.612 1.160
H 4.271 4.988 0.739
C -4.769 7.452 0.960
N -3.865 6.715 1.885
O -4.379 6.124 2.819
O -2.675 6.755 1.638
H -5.794 7.328 1.300
H -4.479 8.500 0.984
H -4.638 7.029 -0.033
C -5.189 -8.148 -2.128
N -4.104 -7.337 -1.512
O -3.971 -7.402 -0.308
O -3.421 -6.660 -2.268
H -5.707 -8.692 -1.344
H -5.865 -7.461 -2.634
H -4.724 -8.835 -2.833
C 7.460 -6.675 2.862
N 6.083 -6.847 2.327
O 5.754 -6.144 1.389
O 5.382 -7.685 2.871
H 7.965 -5.903 2.287
H 7.372 -6.383 3.907
H 7.973 -7.629 2.761
C 0.326 8.895 -2.963
N -0.406 7.711 -2.440
O -0.480 6.729 -3.162
O -0.883 7.806 -1.325
H 0.693 8.667 -3.960
H -0.373 9.728 -2.989
H 1.153 9.095 -2.283
```

- 2S+1 = 1
- electronic energy (eV) = -88917.175
- charge = +1
- F_max (Eh/bohr) = 0.0774
- gap between HOMO and LUMO (Eh) = 0.2890
- lowest unoccupied orbital energy (eV) = -4.2
- HOMO level (eV) = -12.025

Atom charges from the Mulliken analysis, given in e for atoms 1 to 2: C 0.254; C -1.428

=====

No. 2
Molecular formula: C19H46N3O7P4SSi
Method: DFT, ωB97M-V/def2-TZVPD

Structure (XYZ):
```
81
Properties=species:S:1:pos:R:3
C 3.617 0.551 -1.813
C 2.690 0.267 -0.629
O 1.428 0.893 -0.871
C 0.643 1.274 0.256
C 1.299 2.483 0.947
C 2.065 3.492 0.075
C 3.544 3.616 0.458
C 4.260 4.484 -0.551
O 4.495 3.732 -1.751
C 3.907 4.203 -2.868
O 3.607 3.469 -3.802
C 0.582 0.107 1.256
P -0.301 0.371 2.858
N -0.252 1.792 3.510
C -0.045 -1.120 0.526
C 0.040 -2.419 1.370
C -1.274 -3.057 1.828
O -1.629 -4.132 0.970
Si -1.216 -5.685 1.457
C -2.479 -6.450 2.602
C 0.495 -5.769 2.234
C -1.146 -6.755 -0.078
C -1.424 -0.810 0.020
N -1.457 0.357 -0.941
N -2.862 0.630 -1.098
P -0.875 -0.399 -2.569
P -2.041 0.326 -4.265
O -1.603 -0.609 -5.312
O -1.762 1.825 -4.685
O -3.569 0.175 -3.913
C -0.767 1.613 -0.404
S -0.465 2.603 -1.943
P -1.836 2.827 0.617
C -3.025 2.032 1.754
C -2.736 4.039 -0.432
H 3.922 -0.388 -2.260
H 4.496 1.087 -1.483
H 3.097 1.127 -2.569
H 2.534 -0.814 -0.602
H 3.142 0.530 0.322
H 2.026 2.062 1.640
H 0.617 3.027 1.582
H 1.648 4.484 0.243
H 2.024 3.303 -0.993
H 4.020 2.640 0.523
H 3.648 4.092 1.430
H 5.199 4.858 -0.155
H 3.645 5.350 -0.790
H 3.735 5.287 -2.925
H 1.568 -0.226 1.560
H 0.265 -0.598 3.708
H -1.623 -0.057 2.663
H 0.202 1.798 4.411
H 0.569 -1.270 -0.359
H 0.587 -3.152 0.789
H 0.670 -2.220 2.231
H -1.107 -3.451 2.833
H -2.099 -2.358 1.924
H -3.486 -6.291 2.228
H -2.401 -6.104 3.629
H -2.309 -7.524 2.603
H 0.675 -6.793 2.546
H 1.280 -5.418 1.573
H 0.519 -5.172 3.147
H -0.542 -6.264 -0.837
H -2.125 -7.012 -0.465
H -0.593 -7.653 0.189
H -2.203 -0.704 0.760
H -1.724 -1.665 -0.586
H -2.995 1.426 -1.709
H -3.341 -0.203 -1.417
H 0.368 0.162 -2.915
H -1.033 1.837 -5.317
H -4.046 -0.170 -4.679
H -0.137 3.785 -1.413
H -2.723 2.270 2.767
H -3.179 0.966 1.647
H -4.000 2.492 1.604
H -3.557 4.429 0.164
H -2.074 4.862 -0.659
H -3.161 3.662 -1.358
```

- SMILES string = CCO[C@]1(CCCCOC=O)[C@@H]([PH2]=N)[C@@H](CCO[Si](C)(C)C)C[N@+](N)(PP(=O)(O)O)[C@@]1(S)P(C)C
- 2S+1 = 1
- electronic energy (eV) = -95113.615
- charge = +1
- F_max (Eh/bohr) = 0.0522
- gap between HOMO and LUMO (Eh) = 0.2894
- lowest unoccupied orbital energy (eV) = -2.9
- HOMO level (eV) = -10.753

Atom charges from the Mulliken analysis, given in e for atoms 1 to 2: C -1.367; C -0.243

=====

No. 3
Molecular formula: C19H46NO18S5
Method: DFT, ωB97M-V/def2-TZVPD

Structure (XYZ):
```
89
Properties=species:S:1:pos:R:3
C 1.685 -0.581 4.253
O 2.597 0.511 4.016
C 3.953 0.175 4.395
C 4.963 1.435 4.387
N 6.267 0.982 4.938
C 4.370 2.777 5.010
C 4.884 3.169 6.475
C 3.757 2.994 7.644
S 3.544 1.255 8.226
O 2.620 0.509 7.308
O 2.842 1.328 9.579
O 5.048 0.539 8.434
C 5.240 1.753 2.808
O 4.329 2.285 2.086
O 6.484 1.499 2.218
H 1.221 -0.509 5.302
H 2.227 -1.577 4.119
H 0.799 -0.485 3.516
H 4.343 -0.544 3.570
H 4.015 -0.441 5.373
H 6.669 0.208 4.371
H 6.027 0.509 5.839
H 3.214 2.748 5.058
H 4.609 3.634 4.277
H 5.863 2.691 6.803
H 5.084 4.310 6.453
H 4.182 3.582 8.546
H 2.776 3.521 7.374
H 4.849 -0.398 8.694
O -1.616 -1.027 1.237
S -1.670 -1.067 -0.200
O -0.827 -1.943 -0.972
O -1.520 0.436 -0.774
C -0.393 1.215 -0.361
C 0.862 0.814 -1.113
C -3.351 -1.326 -0.697
H -0.247 1.146 0.720
H -0.629 2.257 -0.588
H 1.182 -0.192 -0.835
H 1.681 1.501 -0.891
H 0.682 0.810 -2.191
H -3.990 -0.627 -0.159
H -3.621 -2.352 -0.445
H -3.428 -1.175 -1.773
O 5.468 0.286 -4.911
S 4.078 -0.078 -4.839
O 3.356 -0.081 -3.596
O 3.870 -1.509 -5.565
C 4.673 -2.609 -5.141
C 4.161 -3.204 -3.842
C 3.174 0.896 -6.011
H 5.722 -2.313 -5.054
H 4.615 -3.365 -5.928
H 4.295 -2.507 -3.012
H 4.700 -4.124 -3.601
H 3.093 -3.425 -3.911
H 3.686 0.856 -6.971
H 3.146 1.922 -5.642
H 2.162 0.501 -6.091
O -1.403 -2.817 -7.754
S -2.620 -2.272 -7.210
O -2.964 -0.883 -7.360
O -2.721 -2.668 -5.647
C -1.626 -2.342 -4.787
C -1.636 -0.874 -4.404
C -3.983 -3.253 -7.772
H -0.674 -2.624 -5.247
H -1.740 -2.947 -3.885
H -1.427 -0.241 -5.269
H -0.879 -0.670 -3.644
H -2.616 -0.581 -4.019
H -3.752 -4.304 -7.609
H -4.120 -3.058 -8.836
H -4.878 -2.960 -7.222
O -6.364 0.823 0.049
S -7.663 0.230 0.233
O -8.628 0.164 -0.832
O -8.364 0.893 1.530
C -8.477 2.314 1.592
C -9.618 2.821 0.730
C -7.454 -1.396 0.902
H -7.531 2.790 1.318
H -8.676 2.570 2.636
H -9.406 2.668 -0.331
H -9.777 3.889 0.892
H -10.542 2.284 0.956
H -6.768 -1.345 1.746
H -7.039 -2.030 0.118
H -8.427 -1.777 1.213
```

- 2S+1 = 1
- electronic energy (eV) = -112966.180
- charge = -1
- F_max (Eh/bohr) = 0.1291
- gap between HOMO and LUMO (Eh) = 0.1956
- lowest unoccupied orbital energy (eV) = 1.5
- HOMO level (eV) = -3.805

Atom charges from the Mulliken analysis, given in e for atoms 1 to 2: C -0.433; O -0.211

=====

No. 4
Molecular formula: C19H47BN3O5P
Method: DFT, ωB97M-V/def2-TZVPD

Structure (XYZ):
```
76
Properties=species:S:1:pos:R:3
C -0.670 -0.980 5.142
C 0.076 -0.906 3.767
B 1.597 -0.613 3.911
O 2.463 -1.673 4.074
C 2.271 0.864 3.882
O 2.313 1.422 2.539
C 1.325 2.309 2.203
O 0.216 2.016 2.077
C 1.785 3.723 1.937
C 1.850 3.987 0.463
O 2.371 5.271 0.196
C 2.636 2.881 -0.284
N 3.966 2.793 0.337
P 1.583 1.966 5.192
O 0.123 2.068 5.244
H -1.323 -1.837 5.109
H 0.001 -1.056 5.985
H -1.315 -0.121 5.219
H -0.423 -0.251 3.066
H -0.001 -1.904 3.344
H 3.001 -1.810 3.283
H 3.312 0.721 4.168
H 1.065 4.358 2.427
H 2.732 3.904 2.429
H 0.815 4.007 0.114
H 2.374 5.367 -0.763
H 2.790 3.179 -1.315
H 2.107 1.938 -0.287
H 4.200 3.687 0.749
H 3.943 2.157 1.124
H 2.052 1.362 6.385
H 2.249 3.215 5.138
C -0.008 4.607 -3.226
C -0.014 4.013 -4.625
N 0.674 2.739 -4.704
C 0.917 2.300 -6.068
C -0.295 1.984 -6.953
C 0.214 1.715 -3.782
C -1.262 1.298 -3.843
H 1.011 4.693 -2.841
H -0.446 5.605 -3.244
H -0.591 4.008 -2.524
H 0.495 4.716 -5.289
H -1.055 3.951 -4.977
H 1.574 1.427 -6.041
H 1.503 3.081 -6.563
H -0.757 1.034 -6.685
H 0.025 1.900 -7.993
H -1.055 2.765 -6.909
H 0.427 2.055 -2.764
H 0.840 0.828 -3.909
H -1.932 2.156 -3.914
H -1.526 0.754 -2.934
H -1.463 0.633 -4.681
C -2.285 -4.630 3.261
C -2.240 -4.113 1.832
N -1.429 -4.922 0.944
C -1.156 -4.280 -0.330
C -2.338 -3.992 -1.264
C -1.777 -6.331 0.881
C -3.205 -6.703 0.458
H -1.279 -4.744 3.669
H -2.825 -3.919 3.889
H -2.804 -5.587 3.340
H -1.813 -3.106 1.867
H -3.271 -3.998 1.463
H -0.416 -4.876 -0.870
H -0.655 -3.330 -0.117
H -2.702 -4.896 -1.751
H -2.021 -3.310 -2.056
H -3.171 -3.519 -0.743
H -1.591 -6.770 1.865
H -1.068 -6.834 0.219
H -3.957 -6.087 0.953
H -3.407 -7.742 0.726
H -3.347 -6.620 -0.619
```

- SMILES string = CCB(O)[C@@H](OC(=O)C[C@@H](O)CN)[PH2]=O.CCN(CC)CC.CCN(CC)CC
- 2S+1 = 1
- electronic energy (eV) = -45137.726
- energy relative to the best compared isomer or geometry (same formula, charge and spin) (kJ/mol) = 65.5
- charge = 0
- F_max (Eh/bohr) = 0.0794
- gap between HOMO and LUMO (Eh) = 0.3085
- lowest unoccupied orbital energy (eV) = 0.3
- HOMO level (eV) = -8.121

Atom charges from the Mulliken analysis, given in e for atoms 1 to 2: C -1.145; C 0.063

=====

No. 5
Molecular formula: C19H47NO13P2
Method: DFT, ωB97M-V/def2-TZVPD

Structure (XYZ):
```
82
Properties=species:S:1:pos:R:3
O -19.702 -1.629 -22.609
H -19.144 -1.922 -23.333
H -20.410 -2.252 -22.427
H -20.102 -0.776 -22.790
C -19.028 3.176 -21.964
C -19.141 1.752 -21.384
C -19.107 1.909 -19.842
C -20.437 2.267 -19.170
C -21.472 1.301 -19.658
C -21.680 1.389 -21.191
N -20.396 0.970 -21.841
O -20.574 0.801 -23.354
C -22.349 2.746 -21.579
C -22.689 0.237 -21.435
C -17.917 0.879 -21.851
H -18.040 3.613 -21.822
H -19.595 3.862 -21.335
H -19.358 3.276 -22.998
H -18.409 2.688 -19.534
H -18.698 1.052 -19.307
H -20.656 3.289 -19.480
H -20.456 2.334 -18.082
H -22.393 1.603 -19.158
H -20.954 0.423 -19.272
H -21.647 3.561 -21.753
H -23.011 3.088 -20.783
H -22.999 2.679 -22.451
H -23.528 0.185 -20.741
H -22.222 -0.737 -21.290
H -23.183 0.484 -22.374
H -17.028 1.491 -21.701
H -18.027 0.712 -22.922
H -17.748 -0.068 -21.339
C -16.383 -6.282 -24.739
C -16.997 -5.394 -23.684
O -15.982 -4.588 -23.144
C -16.324 -3.323 -22.874
O -17.328 -2.735 -23.150
O -15.170 -2.789 -22.491
C -14.963 -1.450 -22.203
H -15.646 -6.963 -24.314
H -15.847 -5.696 -25.485
H -17.068 -6.980 -25.222
H -17.432 -5.934 -22.843
H -17.903 -5.038 -24.174
H -14.025 -1.154 -21.733
H -15.744 -1.125 -21.516
H -15.099 -0.821 -23.083
C -23.020 -2.224 -24.809
O -22.507 -2.553 -26.063
P -20.928 -2.813 -26.246
O -20.196 -3.074 -24.989
O -20.928 -4.039 -27.285
C -19.656 -4.497 -27.749
O -20.383 -1.537 -27.052
C -20.877 -1.206 -28.405
H -23.508 -1.251 -24.755
H -22.369 -2.487 -23.976
H -23.859 -2.908 -24.678
H -19.064 -4.943 -26.950
H -19.106 -3.675 -28.207
H -19.786 -5.286 -28.489
H -21.285 -0.197 -28.361
H -21.537 -1.957 -28.839
H -19.990 -1.099 -29.030
C -20.782 -5.941 -19.614
O -21.411 -5.784 -20.914
P -22.191 -4.299 -21.169
O -21.289 -3.131 -21.031
O -22.909 -4.465 -22.641
C -24.248 -4.948 -22.681
O -23.301 -4.396 -20.029
C -23.669 -3.326 -19.230
H -21.089 -6.917 -19.238
H -21.008 -5.230 -18.820
H -19.735 -6.032 -19.905
H -25.103 -4.424 -22.254
H -24.204 -5.913 -22.176
H -24.339 -5.139 -23.750
H -22.974 -2.489 -19.170
H -23.710 -3.761 -18.231
H -24.665 -2.969 -19.492
```

- 2S+1 = 2
- electronic energy (eV) = -67144.770
- energy relative to the best compared isomer or geometry (same formula, charge and spin) (kJ/mol) = 112.3
- charge = +1
- F_max (Eh/bohr) = 0.1212
- gap between HOMO and LUMO (spin up / spin down) (Eh) = 0.4140 / 0.3200
- lowest unoccupied orbital energy (spin up / spin down) (eV) = -1.6 / -4.3
- HOMO level (spin up / spin down) (eV) = -12.851 / -13.042

Atom charges from the Mulliken analysis, given in e for atoms 1 to 2: O 0.233; H 0.597

=====

Question: Which formula does entry 4 have?
Answer: C19H47BN3O5P

=====

Question: Which formula does entry 2 have?
Answer: C19H46N3O7P4SSi

=====

Question: Which formula does entry 4 have?
Answer: C19H47BN3O5P